[1]
Entry from OMol25: C38H39FN6Y as an isolated structure (ωB97M-V/def2-TZVPD).

Geometry as XYZ:
```
85
Properties=species:S:1:pos:R:3:forces:R:3
Y -16.94475 -10.03951 -0.49032 -0.134 -0.214 -0.368
C -20.62078 -7.41816 -6.18469 1.305 1.544 -0.264
C -20.30797 -8.16370 -4.93400 0.471 -1.576 1.400
C -20.51328 -9.57052 -4.85504 -0.062 -0.243 -0.200
C -20.15943 -10.37293 -3.75132 0.728 5.798 -0.909
C -19.56033 -9.76337 -2.64397 -0.269 -2.040 1.546
N -19.05329 -10.49284 -1.51031 1.498 0.371 -1.924
C -19.85183 -11.32134 -0.76712 -0.825 1.576 2.160
C -21.02761 -10.76068 -0.17674 0.394 -3.282 -0.221
C -21.71904 -11.50718 0.78818 1.027 1.230 -0.501
C -21.19752 -12.63294 1.39758 0.285 0.132 -0.019
C -21.97908 -13.32478 2.45645 -0.474 -1.583 -0.177
C -19.99045 -13.10042 0.88585 -0.983 -1.646 2.404
C -19.36721 -12.46389 -0.09670 1.850 0.770 -2.671
N -18.08796 -13.04268 -0.47075 -0.503 0.395 -1.175
C -17.86508 -14.08163 -1.31407 -0.282 1.118 1.320
C -16.52340 -14.18703 -1.49845 0.417 -1.300 -1.133
C -16.00435 -13.15340 -0.80514 1.907 2.083 1.599
N -16.92286 -12.40457 -0.18646 -0.799 -0.800 -0.230
C -19.49049 -8.39929 -2.63203 -0.138 0.405 -1.103
C -19.76787 -7.62370 -3.76875 -0.648 0.063 0.122
N -19.20097 -7.75292 -1.42515 0.368 2.076 1.435
C -19.83585 -6.60456 -0.98837 2.815 -1.155 0.949
C -19.03356 -6.02776 -0.00074 0.462 -0.752 0.214
C -17.94626 -6.97416 0.17579 -1.467 0.995 -0.843
N -18.04894 -7.95017 -0.72105 -0.482 0.114 -0.077
H -21.65277 -7.51342 -6.49063 -0.352 0.432 0.169
H -20.05686 -7.83041 -7.00139 0.294 -0.648 -0.444
H -20.19647 -6.35458 -6.20463 -1.208 -1.210 0.466
H -20.95400 -10.05465 -5.73826 0.164 0.087 0.444
H -20.30437 -11.34284 -3.75618 -0.698 -4.746 -0.127
H -21.40797 -9.87211 -0.58570 -0.519 1.124 -0.320
H -22.60539 -11.07522 1.17003 -0.951 0.236 0.399
H -22.89161 -12.80595 2.71379 -0.115 0.367 0.008
H -21.50046 -13.62462 3.40804 0.216 0.290 -0.715
H -22.31331 -14.24544 1.93362 -0.023 0.082 0.746
H -19.44137 -13.98183 1.25365 -0.699 0.368 0.246
H -18.66044 -14.65523 -1.66326 -1.154 -0.799 -0.466
H -15.96714 -14.90172 -2.08000 -0.150 -0.085 0.026
H -14.98982 -12.85699 -0.58616 0.284 -0.239 -0.489
H -19.67343 -6.56377 -3.63766 0.189 0.518 -0.232
H -20.79918 -6.42086 -1.34684 -1.069 0.685 -0.605
H -19.18213 -5.06085 0.51551 -0.003 -1.059 -0.289
H -17.14298 -7.05645 0.89695 -0.053 0.506 -0.013
C -14.08100 -8.03622 -3.01198 -0.179 -1.072 1.084
C -15.04230 -9.01422 -2.34725 -0.489 0.668 -0.205
C -16.18217 -9.34676 -3.29459 -1.067 1.274 -0.805
C -14.32424 -10.22366 -1.78856 0.852 0.536 -0.118
C -13.61826 -11.01091 -2.69878 -0.423 -0.531 0.963
C -12.70351 -11.94147 -2.27636 1.140 0.074 -1.037
C -12.32968 -11.93039 -0.97278 0.214 -0.285 1.177
C -13.00252 -11.17029 -0.01459 1.671 -0.666 1.926
C -12.59109 -11.45615 1.48978 0.135 -1.947 -2.459
C -11.10821 -11.51139 1.80053 0.783 1.008 -1.756
C -13.20638 -12.82437 1.83516 -0.223 0.593 1.843
C -14.01246 -10.27853 -0.38402 -0.478 -0.014 -1.031
N -14.90440 -9.55203 0.39588 -1.405 -1.153 -1.758
C -14.81760 -8.99284 1.58664 3.211 1.185 3.265
C -13.61924 -8.35062 2.06010 1.166 0.175 -0.925
C -13.43002 -7.90463 3.37097 0.130 -0.406 -0.981
C -14.52339 -7.99156 4.19282 0.388 0.272 1.609
C -15.76299 -8.39004 3.76721 -0.981 -0.928 -0.552
C -15.85582 -9.01972 2.51596 0.798 1.614 -0.257
F -17.00482 -9.47939 1.87852 -1.275 -0.295 0.539
H -14.51034 -7.08073 -3.12836 -0.575 1.119 -0.297
H -13.77076 -8.43948 -3.92521 0.730 -0.380 -1.529
H -13.27497 -7.98586 -2.32359 1.143 0.433 0.296
H -15.35158 -8.34468 -1.52854 -0.642 -0.604 0.187
H -15.88799 -9.78877 -4.26309 0.278 0.132 0.535
H -16.79515 -8.42453 -3.55643 0.775 -1.028 0.337
H -16.89561 -10.06342 -2.90034 -0.464 -0.469 0.045
H -13.68522 -10.91798 -3.74064 -0.678 0.466 -1.337
H -12.05940 -12.50572 -2.95998 -0.646 0.171 -0.051
H -11.45797 -12.55126 -0.72159 -0.630 0.254 0.319
H -13.04871 -10.70677 2.02236 -1.015 1.435 1.686
H -10.60250 -12.09940 1.01391 -0.124 -0.488 0.840
H -10.91520 -11.86216 2.81355 0.106 -0.042 -0.212
H -10.60724 -10.54378 1.60094 -0.397 -0.076 0.652
H -12.91679 -13.65776 1.22697 0.611 -0.252 -0.521
H -14.27385 -12.75312 1.74725 -0.784 -0.032 0.023
H -12.99651 -13.08777 2.90862 -0.125 0.197 -0.944
H -12.78886 -8.22824 1.30602 -0.928 -0.309 0.878
H -12.49566 -7.49704 3.79893 -0.504 -0.361 -0.765
H -14.39391 -7.79781 5.26021 -0.243 0.445 -0.369
H -16.54357 -8.17761 4.48849 -0.474 -0.705 -0.431
```
Forces are in eV/Å.

Calculated values
E (hartree): -1937.96348
Spin multiplicity: 1
HOMO energy (eV): -9.87
Net charge: +1

The molecule's Mulliken atomic charges, reported in e, are given here:
1 Y 0.3671
2 C -1.4082
3 C 0.1515
4 C -0.7976
5 C -1.2349
6 C 0.1023
7 N 0.7566
8 C 0.5670
9 C -0.7631
10 C -1.2082
11 C 0.4154
12 C -1.5062
13 C -0.0595
14 C -0.2118
15 N 0.6127
16 C -0.1116
17 C -1.3635
18 C -0.0848
19 N -0.6345
20 C -0.1134
21 C -0.3398
22 N 0.2724
23 C -0.2857
24 C -1.2810
25 C -0.1938
26 N 0.2343
27 H 0.3397
28 H 0.3857
29 H 0.3267
30 H 0.3705
31 H 0.9508
32 H 0.6212
33 H 0.3800
34 H 0.3688
35 H 0.3302
36 H 0.3116
37 H 0.4397
38 H 0.5949
39 H 0.4979
40 H 0.5482
41 H 0.5463
42 H 0.6318
43 H 0.3901
44 H 0.4355
45 C -1.9907
46 C 0.8192
47 C -1.4146
48 C 1.8419
49 C -0.7763
50 C -1.7479
51 C -0.1447
52 C 0.9498
53 C 0.6744
54 C -1.3671
55 C -1.4056
56 C -0.2520
57 N 0.3476
58 C 0.1401
59 C -0.1121
60 C -0.6478
61 C -0.5455
62 C -1.0417
63 C 0.0654
64 F -0.1331
65 H 0.5070
66 H 0.4130
67 H 0.4908
68 H 0.1227
69 H 0.4501
70 H 0.2567
71 H 0.5637
72 H 0.5676
73 H 0.4098
74 H 0.1737
75 H -0.1133
76 H 0.2194
77 H 0.4192
78 H 0.3757
79 H 0.2996
80 H 0.3048
81 H 0.4474
82 H 0.2864
83 H 0.3952
84 H 0.3609
85 H 0.4388

***

[2]
Entry from OMol25: C38H39N5PSSn as an isolated structure (ωB97M-V/def2-TZVPD).

Geometry as XYZ:
```
85
Properties=species:S:1:pos:R:3:forces:R:3
Sn -0.12302 -0.18440 -0.44769 -0.205 0.362 -0.211
N 3.05479 2.10755 -0.75223 0.098 -0.081 0.207
P 2.91146 0.43504 -0.37684 -0.041 0.158 -0.043
C 4.63254 0.04266 0.04767 -0.041 -0.075 0.102
C 5.67606 0.24613 -0.85576 0.052 -0.027 -0.049
C 6.97703 -0.05717 -0.49155 0.027 -0.011 0.024
C 7.24301 -0.58140 0.77028 -0.002 0.002 -0.023
C 6.20913 -0.79794 1.66789 -0.048 0.020 -0.028
C 4.90290 -0.48488 1.30726 0.068 0.086 -0.014
C 2.75903 -0.34255 -2.02277 -0.009 -0.053 0.003
C 2.91565 -1.73018 -2.09528 -0.016 0.041 -0.008
C 2.67030 -2.40110 -3.28268 -0.006 0.040 0.023
C 2.25718 -1.69310 -4.40621 -0.001 0.001 0.004
C 2.09250 -0.31775 -4.33891 0.005 0.005 0.029
C 2.33622 0.35832 -3.14776 0.030 -0.020 -0.034
C 2.13649 3.11983 -0.52356 0.021 -0.126 -0.166
C 2.52081 4.45346 -0.74032 0.109 0.003 0.007
C 1.58844 5.44497 -0.56546 -0.030 0.096 -0.033
C 0.28780 5.10702 -0.18926 -0.022 -0.051 0.029
C 0.00972 3.77196 -0.00216 0.055 -0.012 0.035
N 0.90646 2.78521 -0.15436 -0.094 -0.003 -0.031
H 3.98173 2.43037 -0.98624 0.021 0.015 -0.061
H 5.47180 0.61698 -1.85577 -0.007 -0.015 0.033
H 7.78599 0.10069 -1.19385 -0.025 -0.007 0.018
H 8.26056 -0.82940 1.04657 -0.037 0.021 -0.008
H 6.41748 -1.20846 2.64789 -0.012 0.000 -0.021
H 4.09014 -0.64002 2.00621 0.000 -0.009 0.015
H 3.23484 -2.28665 -1.21815 -0.015 0.004 -0.036
H 2.79512 -3.47499 -3.33209 0.002 0.011 0.009
H 2.06239 -2.21664 -5.33369 0.007 0.012 0.027
H 1.77096 0.23276 -5.21388 0.009 -0.002 0.011
H 2.20592 1.43315 -3.09633 -0.014 -0.015 0.000
H 3.53368 4.68574 -1.04908 -0.053 -0.020 0.039
H 1.86183 6.48025 -0.73133 -0.009 -0.047 0.019
H -0.47646 5.85948 -0.05051 0.024 -0.046 -0.010
H -0.98703 3.45415 0.28661 0.023 0.036 0.035
C -3.79706 -2.72233 -0.23600 -0.050 0.089 -0.021
C -4.02508 -1.52125 -1.12145 0.065 -0.105 0.053
C -4.86035 -1.61903 -2.23008 -0.041 0.019 -0.017
C -5.07343 -0.53622 -3.06782 0.038 0.027 0.036
C -4.44159 0.67254 -2.81213 -0.046 -0.018 -0.066
C -3.58900 0.81254 -1.72599 0.045 0.181 0.048
C -2.91725 2.12963 -1.42449 -0.046 -0.101 -0.040
C -3.40490 -0.28928 -0.88990 0.031 -0.013 0.071
N -2.45791 -0.16503 0.17950 0.175 -0.317 -0.138
C -2.77682 -0.19374 1.40482 -0.065 0.089 0.269
C -4.18070 -0.16295 1.92214 0.033 -0.033 0.003
C -1.62320 -0.21232 2.39908 -0.181 -0.081 0.109
C -1.89514 -0.34824 3.86794 -0.035 0.044 -0.055
N -0.44158 -0.14419 1.93180 0.389 -0.313 -0.115
C 0.68388 -0.12960 2.85026 -0.052 -0.041 0.009
C 1.34454 -1.32458 3.16867 -0.177 -0.019 -0.016
C 0.90937 -2.67821 2.66724 -0.008 0.095 -0.053
C 2.43369 -1.25679 4.03124 0.024 0.012 0.026
C 2.86093 -0.05044 4.56150 -0.003 -0.028 -0.001
C 2.17356 1.10950 4.25476 0.010 0.058 0.025
C 1.07015 1.09147 3.40776 -0.017 0.130 -0.114
C 0.35026 2.38913 3.13658 0.015 -0.020 0.029
H -4.04395 -3.63600 -0.77335 0.000 0.012 -0.001
H -4.43085 -2.69302 0.65538 0.009 0.016 -0.040
H -2.75902 -2.79839 0.08547 -0.011 0.006 0.005
H -5.34638 -2.56643 -2.43467 0.035 0.046 0.001
H -5.72672 -0.63545 -3.92584 0.027 0.006 0.042
H -4.60625 1.52156 -3.46572 0.003 -0.038 0.028
H -3.11821 2.85142 -2.21378 -0.005 0.000 0.000
H -1.83219 2.02623 -1.33970 -0.034 -0.014 -0.039
H -3.27610 2.55446 -0.48320 -0.016 -0.014 -0.001
H -4.88584 -0.04738 1.10273 0.010 0.000 0.003
H -4.29608 0.67094 2.61886 -0.002 -0.029 -0.013
H -4.42246 -1.07841 2.46703 0.039 0.023 -0.016
H -2.95008 -0.45285 4.09579 0.000 -0.008 -0.018
H -1.50170 0.51602 4.40521 0.000 0.020 -0.010
H -1.35831 -1.22064 4.24661 -0.006 0.017 -0.001
H -0.13644 -2.70984 2.36698 -0.028 0.016 -0.025
H 1.06048 -3.42648 3.44459 0.000 0.008 -0.014
H 1.49969 -2.98853 1.80377 -0.005 -0.005 -0.065
H 2.94162 -2.17829 4.29582 -0.019 0.049 -0.013
H 3.71315 -0.01830 5.22903 -0.033 -0.005 -0.020
H 2.47924 2.05561 4.68931 -0.005 -0.057 -0.027
H 0.19892 2.93375 4.06976 -0.006 -0.019 -0.008
H -0.62207 2.25068 2.66386 0.060 0.022 0.003
H 0.94345 3.02478 2.47871 -0.017 -0.021 0.012
S -0.04374 -5.03821 -0.38767 -0.040 0.108 -0.011
C -0.19750 -3.45836 -0.46862 0.194 -0.316 0.014
N -0.31009 -2.28218 -0.51375 -0.115 0.235 0.279
```
Forces are in eV/Å.

Calculated values
E (hartree): -2698.94954
Spin multiplicity: 1
HOMO energy (eV): -10.71
Net charge: +1
ΔE to the lowest compared entry with this formula, charge and spin (kcal per mole): 0.0

The molecule's Mulliken atomic charges, reported in e, are given here:
1 Sn 1.0083
2 N 0.0023
3 P 0.9984
4 C -0.0793
5 C -0.5465
6 C -0.7331
7 C -0.5349
8 C -0.4469
9 C 0.0181
10 C -0.1932
11 C -0.3717
12 C -0.6591
13 C -0.5214
14 C -0.6661
15 C -0.3626
16 C 0.3214
17 C -0.9660
18 C -0.4658
19 C -1.2268
20 C -0.2426
21 N 0.6497
22 H 0.1887
23 H 0.3876
24 H 0.4075
25 H 0.3838
26 H 0.4623
27 H 0.1521
28 H 0.3942
29 H 0.4640
30 H 0.4057
31 H 0.4476
32 H 0.3879
33 H 0.4500
34 H 0.4051
35 H 0.4668
36 H 0.4386
37 C -1.2028
38 C 1.4934
39 C -1.0420
40 C -0.9464
41 C -1.0845
42 C 0.6497
43 C -0.9149
44 C -0.4752
45 N 0.9880
46 C 0.9130
47 C -2.3491
48 C 0.6672
49 C -1.8658
50 N 1.1520
51 C -0.9802
52 C 1.2050
53 C -1.5386
54 C -0.7939
55 C -0.8369
56 C -0.7842
57 C 1.5923
58 C -1.9670
59 H 0.4686
60 H 0.2336
61 H -0.0129
62 H 0.4815
63 H 0.4334
64 H 0.4314
65 H 0.4551
66 H -0.1395
67 H 0.3157
68 H 0.4093
69 H 0.5400
70 H 0.4956
71 H 0.5587
72 H 0.2903
73 H 0.3181
74 H 0.2155
75 H 0.4794
76 H 0.2342
77 H 0.4613
78 H 0.4675
79 H 0.5199
80 H 0.5377
81 H 0.1324
82 H 0.4663
83 S -0.3341
84 C 0.4122
85 N -0.5746